[1]
{
  "formula": "C11H66INO21",
  "method": "ωB97M-V/def2-TZVPD",
  "elements": ["C", "C", "C", "C", "N", "C", "C", "C", "C", "C", "C", "C", "H", "H", "H", "H", "H", "H", "H", "H", "H", "H", "H", "H", "H", "H", "H", "H", "H", "H", "H", "H", "H", "H", "H", "H", "I", "O", "H", "H", "O", "H", "H", "O", "H", "H", "O", "H", "H", "O", "H", "H", "O", "H", "H", "O", "H", "H", "O", "H", "H", "O", "H", "H", "O", "H", "H", "O", "H", "H", "O", "H", "H", "O", "H", "H", "O", "H", "H", "O", "H", "H", "O", "H", "H", "O", "H", "H", "O", "H", "H", "O", "H", "H", "O", "H", "H", "O", "H", "H"],
  "xyz": [[-1.1828, 2.0475, -2.8161], [-1.9628, 1.4900, -1.6070], [-1.0212, 1.4411, -0.4658], [-0.0069, 0.2189, -0.4839], [0.6841, -0.2877, 0.7200], [1.5698, -1.4341, 0.3808], [0.7691, -2.6757, 0.4962], [-0.2179, -2.3045, 1.6774], [-0.1998, -0.7508, 1.7530], [1.4860, 0.9112, 1.2950], [2.5074, 1.6175, 0.3009], [3.2857, 2.8449, 1.0110], [-0.4808, 1.3430, -3.2202], [-0.6218, 3.1398, -2.6463], [-2.0558, 2.0431, -3.4818], [-2.6486, 0.5571, -1.9044], [-2.7407, 2.3223, -1.4425], [-1.5318, 1.4970, 0.4281], [-0.3047, 2.3033, -0.2847], [0.6460, 0.4530, -1.3431], [-0.7138, -0.4762, -0.8964], [2.4637, -1.5758, 1.0740], [2.0438, -1.3242, -0.6504], [1.2945, -3.4077, 0.7262], [0.0723, -2.8997, -0.4002], [0.2140, -2.5731, 2.6193], [-1.2517, -2.9202, 1.6583], [0.3315, -0.5769, 2.7133], [-1.1967, -0.2462, 1.8787], [2.1569, 0.9654, 2.1038], [0.8736, 1.5881, 1.6916], [1.9936, 1.8989, -0.6830], [3.2189, 0.8415, -0.1528], [3.7988, 2.4138, 1.9468], [2.6854, 3.6205, 1.1066], [4.0485, 3.0109, 0.3829], [-1.4290, 1.9302, 3.6711], [-3.3979, -0.6770, 1.2742], [-2.8852, 0.1797, 1.5188], [-4.2168, -0.0748, 1.1766], [1.3874, 3.5586, -4.3862], [1.3586, 4.2186, -3.8582], [0.8806, 3.7185, -5.1919], [-2.6847, -1.8171, -1.2012], [-2.8526, -2.7642, -0.8587], [-2.5442, -1.5299, -0.3178], [-5.2468, 1.5189, -3.3747], [-5.3875, 2.1737, -2.5525], [-5.1100, 2.2302, -4.1330], [-3.2623, -2.4262, 3.3131], [-2.5843, -3.0986, 3.1346], [-3.4871, -1.9323, 2.4778], [3.8200, 6.4260, 0.6887], [3.7688, 6.7124, -0.2136], [4.4441, 5.7948, 0.4216], [-3.5953, 3.2835, 0.6900], [-2.8131, 2.8977, 1.2503], [-3.2398, 3.5617, -0.1228], [2.7295, -3.0547, 3.9962], [2.7053, -3.8149, 3.6025], [2.7031, -3.0563, 4.9040], [0.3904, 4.6612, 1.7397], [0.0881, 3.8601, 2.1030], [1.1729, 4.8497, 2.2810], [-1.7709, -4.9100, 2.7244], [-1.5711, -5.3735, 1.8749], [-2.4735, -5.4596, 2.8353], [-4.7566, -1.3201, -2.9028], [-5.1593, -0.3820, -3.1231], [-4.1000, -1.3899, -2.1513], [-2.2918, 5.1718, -1.2657], [-2.4668, 5.1827, -2.2147], [-3.0511, 5.6975, -1.0288], [1.1641, -5.8649, -0.7335], [2.1509, -5.7117, -0.7345], [1.1358, -6.5386, -0.0409], [-0.9766, -5.2870, 0.4830], [-0.4945, -4.7496, -0.1324], [-0.9822, -6.0619, -0.1076], [3.2289, -1.3076, -3.1557], [3.2199, -1.3251, -4.1616], [2.8749, -2.2182, -2.8899], [6.1258, 1.4700, 1.7808], [6.0587, 0.6246, 1.3589], [6.3925, 1.7275, 0.8425], [4.1055, 4.2366, 3.7847], [4.1219, 4.9731, 3.1351], [4.8319, 3.6534, 3.5997], [1.8218, 0.5474, 5.2297], [0.8905, 0.8482, 5.0034], [1.5385, -0.1976, 5.6981], [-0.9627, -4.0945, -1.8418], [-1.1876, -3.5340, -2.6008], [-0.6330, -4.8147, -2.2225], [-3.2944, -0.9544, -4.8445], [-3.6878, -1.4863, -5.5895], [-3.9876, -0.8719, -4.1299], [1.9003, -3.9149, -2.7811], [1.1433, -4.0709, -2.3831], [2.4244, -4.7395, -2.8325]],
  "atomic_forces_ev_per_a": [[-0.76, 1.48, -0.09], [-1.19, 1.42, -1.40], [3.41, -0.03, 1.96], [-2.27, 0.98, -2.59], [2.33, 2.82, 0.04], [2.95, -0.66, -1.54], [-7.95, 6.21, -2.06], [-1.62, -1.32, -0.63], [-1.66, -1.66, 2.84], [3.34, 0.07, -3.84], [-0.68, -0.50, -1.78], [0.14, -7.33, 1.45], [0.56, -0.19, -0.19], [-1.84, -3.02, -0.33], [0.83, 0.89, -1.02], [2.05, 1.67, 0.87], [1.09, -1.44, 0.24], [-1.23, -0.52, 2.28], [-1.26, -0.13, -1.12], [0.43, -0.46, 0.91], [0.31, -1.60, 0.24], [-1.34, 0.99, -0.36], [-0.81, 0.34, 1.25], [4.75, -6.81, 1.85], [1.65, 0.56, 1.21], [0.25, -0.72, 0.45], [2.34, 1.91, -0.33], [-0.52, 0.41, -0.65], [1.58, -0.37, -0.62], [0.73, -2.76, 1.87], [-3.60, 2.69, 0.70], [0.48, 0.40, 1.46], [-0.50, 0.87, 1.22], [-1.23, 1.04, -1.15], [-2.69, 3.56, 0.89], [2.86, 1.11, -2.38], [-0.12, 0.12, -0.27], [-1.00, 4.67, -0.16], [-0.09, -2.06, 0.12], [0.81, -2.06, -0.15], [0.48, -7.39, -5.85], [-0.53, 7.20, 5.35], [0.13, 0.22, 0.48], [-0.34, -3.53, 0.14], [0.17, 1.39, -1.65], [0.05, 1.92, 1.59], [-0.08, 4.80, 0.46], [0.42, -2.39, -2.53], [-0.37, -2.47, 2.14], [-0.29, 0.23, -0.56], [-0.43, 0.22, -0.19], [0.69, -0.78, 1.26], [-0.65, 0.74, 0.13], [-1.22, 1.52, -0.82], [1.89, -2.32, 0.75], [0.78, -1.85, 3.15], [-1.97, 1.28, -1.29], [1.14, 0.73, -1.44], [0.37, 7.67, -0.29], [-0.28, -7.08, -2.78], [-0.13, -0.59, 2.99], [1.32, 1.64, -0.68], [-1.12, -1.81, 0.97], [-0.30, 0.15, -0.18], [2.43, 0.80, -0.84], [1.12, 1.53, 0.40], [-4.04, -1.97, 2.10], [-1.66, 1.83, 0.25], [1.24, -2.30, 1.76], [-0.82, 0.88, -0.81], [-0.34, -0.10, -0.86], [0.66, -0.42, -0.30], [-0.37, 0.47, 1.10], [2.63, -0.33, 0.02], [-1.47, 0.10, -0.33], [-0.47, 0.02, 0.05], [-0.14, -1.94, -1.48], [0.42, 1.41, 0.09], [-0.60, -0.10, 0.71], [-0.58, -1.66, -1.21], [-0.05, 0.00, 2.00], [0.54, 1.66, -0.74], [0.88, 0.71, -2.91], [-0.74, -2.39, 1.22], [-0.06, 1.65, 1.72], [-0.72, 1.21, -0.22], [0.21, -0.84, 0.58], [0.55, -0.24, -0.31], [-1.54, 1.82, -1.42], [1.40, 0.45, -0.18], [0.02, -2.20, 1.45], [-2.04, 4.78, 1.13], [-0.22, 0.33, 0.37], [2.01, -5.16, -2.42], [-0.21, -0.27, -1.76], [0.51, 0.93, 1.40], [0.98, -0.96, -0.89], [6.63, 0.69, -3.25], [-5.71, -1.25, 3.23], [-0.70, 0.72, 0.01]],
  "charge": 0,
  "lumo_energy_ha": -0.031,
  "multiplicity": 1,
  "gap_ev": 6.36
}

***

[2]
{
  "formula": "C23H24Br54F9O2PS",
  "method": "ωB97M-V/def2-TZVPD",
  "elements": ["O", "C", "O", "P", "C", "C", "C", "F", "F", "C", "F", "F", "S", "F", "F", "F", "F", "F", "H", "H", "H", "H", "H", "H", "C", "Br", "Br", "Br", "H", "C", "Br", "Br", "Br", "H", "C", "Br", "Br", "Br", "H", "C", "Br", "Br", "Br", "H", "C", "Br", "Br", "Br", "H", "C", "Br", "Br", "Br", "H", "C", "Br", "Br", "Br", "H", "C", "Br", "Br", "Br", "H", "C", "Br", "Br", "Br", "H", "C", "Br", "Br", "Br", "H", "C", "Br", "Br", "Br", "H", "C", "Br", "Br", "Br", "H", "C", "Br", "Br", "Br", "H", "C", "Br", "Br", "Br", "H", "C", "Br", "Br", "Br", "H", "C", "Br", "Br", "Br", "H", "C", "Br", "Br", "Br", "H", "C", "Br", "Br", "Br", "H"],
  "xyz": [[3.4722, 0.1079, 0.9631], [2.7505, -0.7858, 0.5628], [2.8360, -2.0059, 0.8206], [1.3045, -0.2191, -0.5263], [1.2262, 1.5885, -0.2752], [0.0071, 2.3248, -0.8729], [-1.1584, 2.5909, 0.0715], [-0.6169, 2.8606, 1.3001], [-1.7746, 3.7359, -0.2652], [-2.1675, 1.4479, 0.3317], [-1.5725, 0.4478, 0.9990], [-3.0963, 1.9187, 1.1662], [-3.0422, 0.7003, -1.1714], [-3.5038, -0.5233, -0.2696], [-1.7369, -0.0987, -1.5966], [-2.6895, 1.9385, -2.0914], [-4.3980, 1.4362, -0.7799], [-3.7948, 0.0491, -2.3941], [0.1789, -0.8935, -0.0702], [1.6044, -0.5479, -1.8406], [1.4101, 1.7568, 0.7852], [2.1067, 1.9751, -0.7936], [-0.2881, 1.8260, -1.7959], [0.3595, 3.3048, -1.1984], [-2.8005, 7.3941, 1.1347], [-3.6143, 5.6545, 1.0599], [-2.7671, 8.1012, 2.9259], [-1.0448, 7.3800, 0.3421], [-3.4103, 8.0590, 0.5426], [2.2371, 8.9001, 1.8275], [3.3143, 10.1459, 2.8148], [2.5148, 9.0523, -0.0710], [2.4883, 7.0901, 2.4360], [1.2023, 9.1554, 2.0168], [0.2744, -4.0518, -2.7957], [0.9125, -2.9028, -1.3692], [-1.6154, -3.8421, -3.0939], [1.2783, -3.7872, -4.4075], [0.4349, -5.0716, -2.4731], [4.4123, 6.3712, 6.1378], [5.7190, 6.2517, 4.7258], [5.0668, 5.6090, 7.7777], [3.7871, 8.1764, 6.3827], [3.5593, 5.7828, 5.8323], [6.7657, -0.4059, 3.0282], [8.0389, -0.5930, 1.5934], [7.4911, -1.0038, 4.7080], [6.0869, 1.3903, 3.1446], [5.9254, -1.0470, 2.7956], [4.5917, -6.5984, -5.0351], [4.2781, -6.0170, -3.2282], [3.0211, -7.4032, -5.8151], [5.2864, -5.1843, -6.1422], [5.3510, -7.3671, -4.9848], [2.2265, -3.8525, 4.4590], [2.9279, -2.8759, 5.9783], [2.5640, -2.9160, 2.7522], [2.8866, -5.6711, 4.4233], [1.1558, -3.9155, 4.6014], [-3.6699, 9.1684, -3.1155], [-4.4991, 7.4321, -3.1728], [-3.6515, 9.8803, -1.3255], [-1.9071, 9.1489, -3.8862], [-4.2745, 9.8332, -3.7150], [-1.0782, -4.6083, -7.7022], [-0.6459, -2.7883, -7.2266], [0.2031, -5.8723, -7.0074], [-2.8730, -5.0744, -7.1850], [-1.0270, -4.6707, -8.7798], [0.8497, -10.3679, 3.8418], [2.0814, -10.2685, 2.3644], [1.7044, -11.0314, 5.4345], [-0.0316, -8.6831, 4.1479], [0.0848, -11.0810, 3.5711], [9.4884, 5.6769, 8.0861], [8.5938, 4.3639, 7.0007], [8.6702, 7.4138, 7.9232], [9.6109, 5.1161, 9.9249], [10.4977, 5.7655, 7.7125], [-2.9503, -5.5336, 4.5904], [-1.0344, -5.5495, 4.3987], [-3.8319, -5.5351, 2.8789], [-3.5602, -6.9781, 5.7063], [-3.2151, -4.6118, 5.0875], [-1.2787, -8.9170, -8.3648], [-2.7294, -10.0741, -7.8449], [0.4099, -9.5544, -7.6930], [-1.2316, -8.6402, -10.2685], [-1.4599, -7.9536, -7.9077], [-6.3721, -6.7177, -5.3735], [-7.7670, -6.6129, -6.6973], [-4.9925, -7.9607, -5.8759], [-5.6420, -4.9815, -4.9708], [-6.8230, -7.0943, -4.4668], [-6.4395, 10.0736, 3.6974], [-5.6921, 11.0975, 5.1456], [-8.3150, 10.4332, 3.4577], [-5.4510, 10.3322, 2.0655], [-6.3455, 9.0302, 3.9628], [1.2659, 11.9925, 5.6665], [0.3483, 10.6876, 4.5868], [0.4572, 13.7322, 5.5129], [1.4041, 11.4277, 7.5030], [2.2731, 12.0745, 5.2813], [5.7517, -9.4812, -1.6293], [5.2372, -10.1391, -3.3694], [6.9821, -8.0099, -1.7674], [4.2166, -9.0577, -0.5491], [6.2752, -10.2819, -1.1280], [-11.0278, -4.3856, -6.7118], [-11.3845, -3.7293, -4.9375], [-12.5729, -5.2377, -7.4825], [-10.3337, -2.9992, -7.8573], [-10.2607, -5.1415, -6.6210]],
  "atomic_forces_ev_per_a": [[-0.48, 1.03, -0.50], [1.79, -1.18, 1.37], [-0.81, 1.35, -3.22], [0.81, 1.31, 0.97], [-0.32, -0.25, -0.42], [0.49, -0.17, -0.38], [1.45, 0.36, 0.29], [-0.19, -0.33, 0.17], [-0.47, -0.54, -0.57], [-0.46, 0.27, 0.79], [0.53, -0.05, -0.51], [-0.16, 0.14, -0.21], [-2.14, -0.25, 0.32], [0.31, -0.03, -0.06], [0.31, 0.35, -0.03], [0.63, -0.11, -0.06], [0.20, 0.06, -0.15], [0.26, -0.03, -0.01], [-0.23, 0.38, -0.22], [-0.32, 0.49, -0.16], [-0.14, 0.06, -0.01], [0.12, -0.21, 0.12], [-0.29, 0.09, 0.12], [-0.18, 0.12, 0.23], [0.01, -0.09, 0.11], [-0.17, 0.22, 0.15], [0.23, -0.17, 0.04], [0.00, 0.05, 0.02], [-0.02, -0.02, -0.01], [-0.16, -0.01, 0.10], [0.36, -0.07, -0.20], [0.01, -0.01, 0.04], [0.03, 0.07, -0.02], [-0.01, -0.01, -0.01], [-0.02, 0.04, -0.10], [-0.13, -2.04, -0.34], [0.02, 0.02, 0.00], [0.13, 0.14, 0.33], [0.04, 0.03, 0.06], [0.01, -0.03, -0.03], [-0.03, 0.03, 0.07], [-0.09, 0.06, -0.03], [0.02, -0.02, 0.02], [0.00, 0.00, -0.01], [-0.14, -0.04, -0.04], [-0.03, 0.02, 0.07], [0.00, 0.03, -0.05], [0.08, -0.01, 0.03], [-0.01, 0.03, -0.02], [0.02, 0.00, 0.08], [-0.12, 0.05, -0.12], [0.14, -0.09, 0.09], [-0.08, -0.02, 0.06], [-0.02, -0.03, -0.02], [0.11, 0.33, -0.32], [-0.04, -0.08, -0.12], [-0.35, -1.50, 2.76], [-0.08, 0.10, -0.01], [0.07, 0.04, 0.06], [0.02, -0.09, -0.05], [0.06, 0.05, 0.04], [-0.01, 0.17, -0.10], [-0.06, -0.02, 0.07], [-0.01, 0.01, 0.02], [-0.03, 0.00, -0.08], [-0.12, -0.10, -0.15], [-0.17, 0.14, -0.22], [0.17, 0.03, -0.01], [0.01, 0.01, 0.00], [-0.10, 0.02, 0.03], [0.02, 0.00, 0.03], [-0.01, 0.04, -0.05], [0.15, -0.22, -0.04], [0.03, -0.03, -0.01], [-0.03, -0.01, -0.04], [0.09, 0.01, 0.03], [0.02, -0.06, 0.01], [-0.03, 0.03, -0.06], [0.01, 0.00, 0.01], [-0.03, 0.01, 0.02], [-0.11, 0.09, 0.00], [0.04, -0.01, 0.04], [0.04, 0.04, -0.06], [0.00, 0.00, -0.01], [-0.02, 0.01, 0.04], [0.08, 0.01, -0.05], [-0.06, -0.02, -0.04], [0.00, -0.01, 0.08], [0.01, -0.01, 0.02], [0.03, -0.03, 0.14], [0.09, -0.03, -0.05], [-0.09, 0.05, -0.07], [-0.12, -0.03, 0.01], [-0.02, 0.03, 0.00], [0.02, -0.04, 0.05], [-0.02, -0.03, -0.07], [0.08, 0.01, 0.00], [-0.21, 0.17, -0.10], [0.01, 0.00, -0.01], [0.04, -0.02, -0.04], [-0.32, 0.03, 0.21], [0.01, -0.07, 0.01], [-0.01, -0.01, -0.12], [0.00, -0.03, -0.02], [0.01, -0.04, 0.02], [-0.01, 0.08, 0.04], [0.04, -0.08, 0.05], [0.04, 0.07, -0.05], [0.00, -0.03, -0.03], [0.00, 0.02, -0.02], [0.01, -0.02, -0.07], [0.05, 0.05, 0.03], [-0.04, -0.09, 0.07], [0.00, 0.04, 0.01]],
  "charge": 0,
  "lumo_energy_ha": -0.028,
  "multiplicity": 1,
  "gap_ev": 8.53
}

***

no.,energy (eV),HOMO energy (hartree)
1,-65057.571,-0.26433
2,-3855201.225,-0.34118